No. 1
54
Properties=species:S:1:pos:R:3 method="wB97M-V/def2-TZVPD" homo_lumo_gap_ev=8.2210 multiplicity=1 homo_energy_ev=-6.1 charge=-1
Cs -0.34063 0.04774 0.97329
O -1.82123 4.21570 -1.23663
C -0.78262 3.44628 -0.83363
O -0.31121 2.56824 -1.50120
C -0.30642 3.82035 0.55384
C -0.48253 5.08061 1.08754
C 0.04409 5.32126 2.35293
C 0.68975 4.30554 3.02485
C 0.77732 3.04503 2.42661
N 0.29970 2.82234 1.20029
C 1.41176 1.88386 3.22062
O 2.34877 2.21406 3.95345
O 0.86692 0.76615 3.02185
H -2.04625 3.85644 -2.11101
H -1.01269 5.84065 0.53151
H -0.05618 6.29789 2.81118
H 1.13782 4.44104 3.99863
N 3.91134 -2.42042 -0.12376
C 4.11097 -1.03868 -0.00175
C 5.39729 -0.64407 0.41243
C 5.65726 0.69632 0.54994
C 4.64864 1.61945 0.27658
C 3.43070 1.12285 -0.12903
N 3.15037 -0.17981 -0.28094
C 2.74786 -3.18175 -0.22849
C 2.85674 -4.57505 -0.05468
C 1.71286 -5.33645 -0.15656
C 0.48229 -4.72373 -0.40600
C 0.50871 -3.35622 -0.54802
N 1.60366 -2.58649 -0.49188
H 4.71580 -2.95784 0.14511
H 6.15446 -1.38702 0.63056
H 6.63427 1.02518 0.88269
H 4.79241 2.68344 0.39453
H 2.61107 1.80349 -0.33929
H 3.81582 -5.03090 0.15797
H 1.77818 -6.41030 -0.02420
H -0.44388 -5.27429 -0.47124
H -0.40409 -2.80439 -0.73770
F -3.23590 -0.74126 -3.83897
C -2.61592 -0.29924 -2.74258
F -1.30037 -0.47952 -2.88566
F -2.85287 1.00946 -2.64368
S -3.15392 -1.23656 -1.26559
O -2.35122 -0.59484 -0.21649
O -2.84835 -2.59915 -1.60166
N -4.63472 -0.87889 -1.03231
S -5.95078 -1.37131 -1.76219
O -6.58231 -0.28380 -2.44706
O -5.85477 -2.66008 -2.38480
C -7.00480 -1.65838 -0.29611
F -7.10679 -0.58500 0.48239
F -8.23088 -1.96878 -0.74270
F -6.56547 -2.66918 0.44706

=====

No. 2
13
Properties=species:S:1:pos:R:3 method="wB97M-V/def2-TZVPD" homo_lumo_gap_ev=9.7394 multiplicity=1 homo_energy_ev=-9.0 charge=0 smiles="O=C1N[C@@H]2C=NN[C@H]12"
C -1.60022 -0.36036 -0.07394
C 0.12694 0.77676 0.34311
C 1.44761 0.57325 -0.47671
C -0.22791 -0.67245 0.69334
H -1.56468 1.87162 -0.71347
H 0.54369 1.28880 1.24866
H 2.16671 1.31642 -0.97245
H 0.66069 -2.09656 -0.78194
H -0.32898 -0.84407 1.82103
N -1.21564 1.09746 -0.12759
N 1.77780 -0.63628 -0.46053
N 0.77582 -1.45202 0.03257
O -2.56184 -0.86258 -0.53209

=====

No. 3
21
Properties=species:S:1:pos:R:3 method="wB97M-V/def2-TZVPD" homo_lumo_gap_ev=9.8132 multiplicity=1 homo_energy_ev=-9.1 charge=0 smiles=CN[C@H](CO)[C@@H](C)O
C 1.95044 -1.29228 1.17603
N 1.47689 -0.29568 0.21733
C 0.13580 -0.46389 -0.31940
C -0.91080 0.01049 0.73631
C -1.04877 1.51357 0.91838
O -2.17751 -0.55285 0.38461
C 0.07889 0.39619 -1.58341
O -1.13438 0.03483 -2.29399
H 3.03884 -1.36262 1.17958
H 1.64761 -2.33561 1.04400
H 1.59202 -0.97245 2.15938
H 2.14492 -0.31411 -0.55003
H -0.16493 -1.50432 -0.48924
H -0.62941 -0.45509 1.68296
H -0.12173 2.07826 0.86679
H -1.57554 1.61561 1.86383
H -1.66539 1.92598 0.11811
H -2.29495 -0.40118 -0.56632
H 0.07985 1.47349 -1.42854
H 0.93207 0.13878 -2.22088
H -1.35392 0.76290 -2.89549

=====

No. 4
36
Properties=species:S:1:pos:R:3 method="wB97M-V/def2-TZVPD" homo_lumo_gap_ev=6.0174 multiplicity=1 homo_energy_ev=-11.3 charge=+1
C 2.11478 4.39957 -2.64410
C 0.99348 3.57869 -3.27307
Br 0.44656 4.34910 -4.97465
C -0.21750 3.47863 -2.32155
Br -0.40134 1.74723 -1.50193
S -1.81046 3.75990 -3.12287
F -2.06406 5.28829 -2.89565
H 3.07824 4.07248 -3.02808
H 2.00308 5.45832 -2.87503
H 2.11323 4.28492 -1.55821
H 1.34211 2.57732 -3.50703
H -0.13851 4.23385 -1.53741
H -2.52866 3.31427 -2.06472
C 1.88109 -1.81558 3.67712
O 0.55233 -1.85406 3.20325
C 0.02884 -0.61051 2.79890
C -0.76780 -0.72470 1.51576
O 0.00047 -0.98901 0.34729
C 0.57377 -2.28386 0.18306
C -0.41533 -3.39442 -0.09389
O -1.17641 -3.71245 1.05022
C -2.52998 -4.01558 0.79685
H 1.93632 -1.42695 4.69913
H 2.25622 -2.83725 3.67128
H 2.51806 -1.20041 3.03166
H 0.83073 0.12654 2.66736
H -0.65238 -0.23004 3.57261
H -1.21036 0.26141 1.34062
H -1.58305 -1.43991 1.62994
H 1.21710 -2.54185 1.02415
H 1.20201 -2.19276 -0.70616
H 0.16287 -4.27365 -0.40898
H -1.06807 -3.10762 -0.92778
H -2.97060 -3.31110 0.08173
H -3.06308 -3.93749 1.74275
H -2.65371 -5.03135 0.40741

=====

Record order is preserved below.
E_tot: -3023.41492 -394.83376 -403.51330 -6226.32638 Ha